{
  "formula": "C47H43ClN10O3STi",
  "method": "ωB97M-V with the def2-TZVPD basis set",
  "species": ["Ti", "C", "C", "C", "C", "C", "C", "N", "C", "C", "C", "C", "C", "N", "C", "C", "C", "C", "C", "C", "N", "H", "H", "H", "H", "H", "H", "H", "H", "H", "H", "H", "H", "H", "H", "H", "C", "C", "C", "C", "N", "C", "N", "C", "N", "C", "N", "C", "C", "C", "C", "C", "N", "C", "C", "C", "C", "C", "C", "H", "H", "H", "H", "H", "H", "H", "H", "H", "H", "H", "H", "C", "N", "C", "S", "N", "C", "H", "H", "H", "H", "H", "H", "H", "H", "C", "C", "C", "C", "Cl", "C", "C", "C", "O", "C", "C", "O", "O", "H", "H", "H", "H", "H", "H", "H", "H"],
  "coordinates": [[-0.49, -0.22, -1.32], [-2.52, -1.31, 3.26], [-2.90, -2.18, 2.11], [-4.09, -2.92, 2.19], [-4.46, -3.71, 1.14], [-3.63, -3.78, 0.03], [-2.46, -3.03, 0.02], [-2.12, -2.21, 1.03], [-1.46, -3.23, -1.07], [-1.58, -4.40, -1.81], [-0.60, -4.75, -2.71], [0.58, -4.04, -2.70], [0.70, -2.95, -1.86], [-0.38, -2.41, -1.20], [2.08, -2.57, -1.46], [3.18, -2.86, -2.26], [4.45, -2.73, -1.70], [4.56, -2.31, -0.40], [3.41, -2.00, 0.33], [3.50, -1.54, 1.75], [2.19, -2.14, -0.20], [-2.73, -1.82, 4.20], [-3.12, -0.40, 3.23], [-1.47, -1.06, 3.19], [-4.69, -2.86, 3.09], [-5.38, -4.29, 1.16], [-3.90, -4.41, -0.80], [-2.42, -5.06, -1.66], [-0.71, -5.64, -3.33], [1.44, -4.39, -3.25], [3.06, -3.16, -3.29], [5.32, -2.98, -2.28], [5.53, -2.22, 0.07], [4.36, -1.98, 2.25], [2.59, -1.80, 2.28], [3.60, -0.45, 1.76], [0.41, 0.86, -5.35], [0.19, -0.40, -5.90], [-0.66, -1.27, -5.26], [-1.23, -0.89, -4.04], [-0.87, 0.27, -3.42], [-0.11, 1.14, -4.11], [-2.31, -1.61, -3.58], [-2.93, -1.25, -2.51], [-2.39, -0.46, -1.51], [-3.42, -0.06, -0.67], [-3.35, 0.88, 0.19], [-2.31, 1.77, 0.18], [-2.43, 2.89, 1.02], [-1.61, 3.97, 0.86], [-0.70, 3.96, -0.19], [-0.56, 2.81, -0.93], [-1.30, 1.70, -0.73], [-4.65, -0.74, -1.08], [-5.94, -0.68, -0.60], [-6.93, -1.34, -1.32], [-6.63, -2.03, -2.49], [-5.33, -2.12, -2.96], [-4.34, -1.48, -2.23], [1.00, 1.61, -5.86], [0.65, -0.67, -6.84], [-0.95, -2.22, -5.68], [0.05, 2.10, -3.65], [-3.22, 2.87, 1.76], [-1.70, 4.83, 1.51], [-0.10, 4.83, -0.43], [0.15, 2.78, -1.74], [-6.17, -0.12, 0.30], [-7.95, -1.29, -0.98], [-7.43, -2.50, -3.05], [-5.09, -2.64, -3.88], [2.30, 3.22, 5.09], [1.82, 2.33, 4.04], [0.58, 1.94, 3.75], [0.31, 1.24, 2.22], [-0.47, 2.08, 4.58], [-0.52, 2.52, 5.96], [3.37, 3.34, 4.96], [2.12, 2.80, 6.08], [1.84, 4.20, 5.02], [2.45, 2.20, 3.27], [-1.30, 1.64, 4.23], [0.03, 3.45, 6.10], [-0.13, 1.77, 6.65], [-1.56, 2.71, 6.22], [6.15, 1.54, 1.04], [4.97, 2.47, 1.13], [4.94, 3.51, 2.05], [3.85, 4.35, 2.15], [3.84, 5.64, 3.30], [2.75, 4.16, 1.33], [2.76, 3.13, 0.40], [3.86, 2.30, 0.29], [3.94, 1.25, -0.61], [3.12, 1.23, -1.74], [1.78, 0.54, -1.53], [1.32, -0.22, -2.42], [1.07, 0.71, -0.50], [7.05, 2.04, 1.39], [6.30, 1.21, 0.02], [5.99, 0.66, 1.66], [5.80, 3.67, 2.68], [1.89, 4.82, 1.40], [1.89, 2.97, -0.21], [3.64, 0.66, -2.50], [2.94, 2.24, -2.14]],
  "mulliken_charge": [-1.0222, -1.4174, 0.8582, -0.6664, -1.1549, -0.5666, 1.2679, -0.1748, 0.7090, -0.9734, -1.4994, -1.6945, 1.1946, 1.2757, 0.7696, -0.5308, -1.2543, -0.5708, 0.8373, -1.1617, -0.2675, 0.5900, 0.2312, 0.1497, 0.4878, 0.5136, 0.2658, 0.3993, 0.5214, 0.4472, 0.4991, 0.4654, 0.4942, 0.5095, 0.2956, -0.1115, -1.0066, -0.4758, -0.8059, 0.3745, 0.4377, -0.0890, -0.3498, -0.3266, 1.0899, -0.3596, -0.4181, 0.2202, -0.8762, -0.6374, -1.0512, -0.1755, 1.1515, 0.6848, -0.3936, -0.7645, -0.7464, -0.5632, 0.2786, 0.5147, 0.4977, 0.5640, 0.5354, 0.6323, 0.4949, 0.6108, 0.4292, 0.5741, 0.4894, 0.4794, 0.5851, -1.2237, 0.0089, 0.3516, -0.2679, -0.1042, -1.0488, 0.3889, 0.3860, 0.4038, -0.0946, 0.2007, 0.3498, 0.3221, 0.3563, -1.5354, 0.7620, -0.4808, -0.2700, -0.1678, -0.8122, 0.6657, 0.6652, -0.3496, -1.6204, 1.7105, -0.4471, 0.3872, 0.4897, 0.2966, 0.2307, 0.4900, 0.4475, -0.6919, 0.5392, 0.3415],
  "e_above_lowest_ev": 2.133,
  "total_charge": 2,
  "lumo_energy_ev": -7.0,
  "mol_weight_g_mol": 911.315,
  "homo_energy_ev": -12.044,
  "total_energy_ha": -4297.6161
}